No. 1
This record from the Open Molecules 2025 dataset describes an isolated ion of composition C6H10N and charge +1 in a non-equilibrium geometry. The level of theory is ωB97M-V/def2-TZVPD.

Output
- energy relative to the best compared isomer or geometry (same formula, charge and spin) (eV) = 1.746
- Kohn-Sham gap (eV) = 11.1
- highest occupied orbital energy (eV) = -14.37
- LUMO energy (eV) = -3.23
- charge = +1
- E (Eh) = -289.0188
- SMILES string = C=C1C[C@@]2(C)[NH2+][C@@H]12

Geometry as XYZ:
```
17
Properties=species:S:1:pos:R:3:mulliken_charge:R:1
C 0.7230 -1.2865 2.2620 -0.988
C 0.5681 -0.7494 1.1144 0.193
C 0.9290 0.5059 0.4593 -0.507
C -0.2880 0.4007 -0.4466 0.432
C -0.9570 1.5689 -1.0472 -1.103
N 0.0148 -0.9964 -1.1799 -0.297
C -0.6227 -0.9025 0.2154 0.060
H 0.0950 -2.1288 2.5613 0.247
H 1.5035 -1.0158 2.9625 0.291
H 1.0902 1.3558 1.2461 0.358
H 1.9196 0.4931 -0.1405 0.239
H -1.7568 1.2258 -1.7699 0.353
H -0.2312 2.1412 -1.5926 0.337
H -1.3205 2.0840 -0.1815 0.332
H 0.9717 -1.3902 -1.1358 0.303
H -0.6031 -1.2698 -1.9335 0.285
H -1.5595 -1.3835 0.6183 0.464
```

No. 2
This record from the Open Molecules 2025 dataset describes C22H20BBr4N8O2Sc as an isolated structure in a non-equilibrium geometry. The level of theory is ωB97M-V/def2-TZVPD.

Output
- ⟨S²⟩ = 0.767
- energy relative to the best compared isomer or geometry (same formula, charge and spin) (eV) = 0.000
- Kohn-Sham gap (alpha / beta) (eV) = 8.1 / 5.6
- highest occupied orbital energy (alpha / beta) (eV) = -11.27 / -11.28
- spin multiplicity = 2
- LUMO energy (alpha / beta) (eV) = -3.17 / -5.63
- charge = +1
- E (Eh) = -12520.4763

Geometry as XYZ:
```
58
Properties=species:S:1:pos:R:3:mulliken_charge:R:1
Sc 0.6586 -1.1882 -0.3565 0.509
C 4.5505 1.3713 0.2932 -1.326
C 3.1713 1.0841 0.8200 0.429
C 2.6450 1.2593 2.1518 -1.039
C 1.2973 1.0044 2.0359 -1.096
N 1.0158 0.8415 0.6869 2.332
N 2.1973 0.7936 -0.0452 -0.749
B -0.2335 1.6359 0.0226 -0.192
N 0.0327 1.5490 -1.5090 0.285
C -0.5289 2.2776 -2.5024 0.012
C -0.7501 1.4958 -3.6239 -1.541
C -0.4345 0.1462 -3.1871 0.679
C -0.6931 -1.0778 -3.9337 -1.060
N 0.0922 0.1892 -1.9704 -0.190
N -1.4160 0.7659 0.4958 0.286
C -2.7254 1.0477 0.4077 0.146
C -3.4744 -0.1418 0.3700 -1.402
C -2.5278 -1.1814 0.2864 0.828
C -2.7409 -2.6593 0.1614 -1.130
N -1.2661 -0.6507 0.3476 0.063
N -0.2058 3.0660 0.4345 1.052
C 0.5119 4.1076 -0.2202 -0.591
C 0.4470 5.1986 0.6036 -1.089
C -0.2778 4.7393 1.7743 0.664
C -0.6259 5.3570 3.0506 -1.120
N -0.6251 3.4661 1.6450 -1.219
H 4.6398 0.8854 -0.6890 0.334
H 5.2461 0.9208 0.9666 0.390
H 4.7541 2.4237 0.1719 0.281
H 3.2522 1.4663 2.9640 0.577
H 0.5298 1.1231 2.7447 0.675
H -0.6703 3.3566 -2.3702 0.609
H -0.9856 1.7451 -4.6630 0.407
H 0.2241 -1.6901 -3.8337 0.229
H -0.7062 -0.9947 -5.0757 0.355
H -1.5661 -1.6678 -3.6299 0.202
H -3.1058 2.0625 0.6018 0.500
H -4.5983 -0.2416 0.3075 0.366
H -3.7641 -2.9455 0.4806 0.411
H -2.0834 -3.3489 0.7159 0.173
H -2.6066 -2.9245 -0.8968 0.189
H 0.9876 3.9975 -1.1492 0.768
H 0.7097 6.2557 0.4593 0.391
H -0.8028 6.4330 2.8436 0.340
H 0.1706 5.2508 3.7872 0.215
H -1.6166 4.9275 3.4502 0.301
Br 0.3514 -8.1806 -0.6411 -0.098
C 0.2094 -6.3611 -0.0780 0.290
C 0.3488 -6.1276 1.3529 -0.063
Br 0.0616 -7.4042 2.6766 -0.059
C 0.5073 -4.7990 1.7215 -0.171
Br 0.1810 -4.2576 3.5163 -0.069
C 0.7473 -3.7477 0.7444 0.393
O 1.2873 -2.6005 1.0397 -0.652
C 0.2794 -3.9991 -0.5994 0.699
O 0.1772 -2.9703 -1.4223 -0.499
C 0.0062 -5.3507 -0.9644 0.059
Br -0.2597 -5.7335 -2.7711 -0.084
```

No. 3
This record from the Open Molecules 2025 dataset describes one molecule with the formula C3H5N3O in a non-equilibrium geometry. The level of theory is ωB97M-V/def2-TZVPD.

Output
- energy relative to the best compared isomer or geometry (same formula, charge and spin) (eV) = 1.740
- Kohn-Sham gap (eV) = 9.3
- highest occupied orbital energy (eV) = -8.57
- LUMO energy (eV) = 0.71
- E (Eh) = -356.7934
- SMILES string = Nc1[nH]ncc1O

Geometry as XYZ:
```
12
Properties=species:S:1:pos:R:3:mulliken_charge:R:1
N -1.3251 -1.5869 0.0577 -0.556
C -0.3299 -0.6290 -0.0415 -0.002
N 0.9548 -1.0333 -0.0576 0.377
N 1.8612 -0.0700 0.0225 -0.818
C 1.0761 1.0265 0.0250 -0.514
C -0.2611 0.7603 0.0188 0.572
O -1.3934 1.5650 -0.0285 -0.544
H -1.9424 -1.4956 0.8187 0.247
H -1.8937 -1.6542 -0.7948 0.251
H 1.2175 -1.9785 -0.0172 0.227
H 1.5099 1.9753 0.0981 0.443
H -1.0914 2.5175 -0.0488 0.318
```

No. 4
This record from the Open Molecules 2025 dataset describes a 2-piece molecular cluster, C8H18OSi overall in a non-equilibrium geometry. The level of theory is ωB97M-V/def2-TZVPD.

Output
- energy relative to the best compared isomer or geometry (same formula, charge and spin) (eV) = 2.038
- Kohn-Sham gap (eV) = 8.3
- highest occupied orbital energy (eV) = -8.23
- LUMO energy (eV) = 0.07
- E (Eh) = -680.2717

Geometry as XYZ:
```
28
Properties=species:S:1:pos:R:3:mulliken_charge:R:1
C 0.9564 1.2978 -1.8769 -0.045
C 2.2006 1.6488 -2.1819 -0.072
C -0.1052 2.3173 -1.5316 -1.037
C 3.3041 0.7115 -2.5594 -1.103
C -2.1460 -2.2785 2.2952 -1.722
C -0.8818 -0.1490 2.5110 -1.318
C -1.9537 -0.7826 0.2656 -0.964
C -1.2699 -1.3745 1.4809 1.327
O 1.5077 -1.3151 0.7701 -0.356
Si 0.2139 -2.4117 0.6654 -0.121
H 0.7154 0.2387 -1.9473 0.284
H 2.3500 2.6695 -2.1084 0.390
H -0.9015 1.8116 -0.9888 0.187
H -0.5834 2.7104 -2.4571 0.293
H 0.3197 3.2153 -0.9615 0.286
H 2.8848 -0.3262 -2.5621 0.247
H 4.2758 0.6801 -1.9600 0.268
H 3.7488 0.8103 -3.5517 0.319
H -1.5877 -2.7957 2.9936 0.521
H -3.0203 -1.8539 2.8499 0.311
H -2.5880 -3.1366 1.6977 0.365
H -0.1267 0.4463 2.0485 0.296
H -0.4134 -0.3317 3.4331 0.361
H -1.9553 0.3298 2.6270 0.327
H -2.6978 -0.0168 0.6835 0.335
H -1.2308 -0.1628 -0.2650 -0.109
H -2.3250 -1.5454 -0.4334 0.375
H 1.3093 -0.4067 1.0634 0.355
```

> Which of these has the highest energy relative to the best compared isomer or geometry (same formula, charge and spin)?

C8H18OSi

Repeat the first record exactly.
This record from the Open Molecules 2025 dataset describes an isolated ion of composition C6H10N and charge +1 in a non-equilibrium geometry. The level of theory is ωB97M-V/def2-TZVPD.

Output
- energy relative to the best compared isomer or geometry (same formula, charge and spin) (eV) = 1.746
- Kohn-Sham gap (eV) = 11.1
- highest occupied orbital energy (eV) = -14.37
- LUMO energy (eV) = -3.23
- charge = +1
- E (Eh) = -289.0188
- SMILES string = C=C1C[C@@]2(C)[NH2+][C@@H]12

Geometry as XYZ:
```
17
Properties=species:S:1:pos:R:3:mulliken_charge:R:1
C 0.7230 -1.2865 2.2620 -0.988
C 0.5681 -0.7494 1.1144 0.193
C 0.9290 0.5059 0.4593 -0.507
C -0.2880 0.4007 -0.4466 0.432
C -0.9570 1.5689 -1.0472 -1.103
N 0.0148 -0.9964 -1.1799 -0.297
C -0.6227 -0.9025 0.2154 0.060
H 0.0950 -2.1288 2.5613 0.247
H 1.5035 -1.0158 2.9625 0.291
H 1.0902 1.3558 1.2461 0.358
H 1.9196 0.4931 -0.1405 0.239
H -1.7568 1.2258 -1.7699 0.353
H -0.2312 2.1412 -1.5926 0.337
H -1.3205 2.0840 -0.1815 0.332
H 0.9717 -1.3902 -1.1358 0.303
H -0.6031 -1.2698 -1.9335 0.285
H -1.5595 -1.3835 0.6183 0.464
```

What did the fourth record say?
This record from the Open Molecules 2025 dataset describes a 2-piece molecular cluster, C8H18OSi overall in a non-equilibrium geometry. The level of theory is ωB97M-V/def2-TZVPD.

Output
- energy relative to the best compared isomer or geometry (same formula, charge and spin) (eV) = 2.038
- Kohn-Sham gap (eV) = 8.3
- highest occupied orbital energy (eV) = -8.23
- LUMO energy (eV) = 0.07
- E (Eh) = -680.2717

Geometry as XYZ:
```
28
Properties=species:S:1:pos:R:3:mulliken_charge:R:1
C 0.9564 1.2978 -1.8769 -0.045
C 2.2006 1.6488 -2.1819 -0.072
C -0.1052 2.3173 -1.5316 -1.037
C 3.3041 0.7115 -2.5594 -1.103
C -2.1460 -2.2785 2.2952 -1.722
C -0.8818 -0.1490 2.5110 -1.318
C -1.9537 -0.7826 0.2656 -0.964
C -1.2699 -1.3745 1.4809 1.327
O 1.5077 -1.3151 0.7701 -0.356
Si 0.2139 -2.4117 0.6654 -0.121
H 0.7154 0.2387 -1.9473 0.284
H 2.3500 2.6695 -2.1084 0.390
H -0.9015 1.8116 -0.9888 0.187
H -0.5834 2.7104 -2.4571 0.293
H 0.3197 3.2153 -0.9615 0.286
H 2.8848 -0.3262 -2.5621 0.247
H 4.2758 0.6801 -1.9600 0.268
H 3.7488 0.8103 -3.5517 0.319
H -1.5877 -2.7957 2.9936 0.521
H -3.0203 -1.8539 2.8499 0.311
H -2.5880 -3.1366 1.6977 0.365
H -0.1267 0.4463 2.0485 0.296
H -0.4134 -0.3317 3.4331 0.361
H -1.9553 0.3298 2.6270 0.327
H -2.6978 -0.0168 0.6835 0.335
H -1.2308 -0.1628 -0.2650 -0.109
H -2.3250 -1.5454 -0.4334 0.375
H 1.3093 -0.4067 1.0634 0.355
```

What did the fourth record say?
This record from the Open Molecules 2025 dataset describes a 2-piece molecular cluster, C8H18OSi overall in a non-equilibrium geometry. The level of theory is ωB97M-V/def2-TZVPD.

Output
- energy relative to the best compared isomer or geometry (same formula, charge and spin) (eV) = 2.038
- Kohn-Sham gap (eV) = 8.3
- highest occupied orbital energy (eV) = -8.23
- LUMO energy (eV) = 0.07
- E (Eh) = -680.2717

Geometry as XYZ:
```
28
Properties=species:S:1:pos:R:3:mulliken_charge:R:1
C 0.9564 1.2978 -1.8769 -0.045
C 2.2006 1.6488 -2.1819 -0.072
C -0.1052 2.3173 -1.5316 -1.037
C 3.3041 0.7115 -2.5594 -1.103
C -2.1460 -2.2785 2.2952 -1.722
C -0.8818 -0.1490 2.5110 -1.318
C -1.9537 -0.7826 0.2656 -0.964
C -1.2699 -1.3745 1.4809 1.327
O 1.5077 -1.3151 0.7701 -0.356
Si 0.2139 -2.4117 0.6654 -0.121
H 0.7154 0.2387 -1.9473 0.284
H 2.3500 2.6695 -2.1084 0.390
H -0.9015 1.8116 -0.9888 0.187
H -0.5834 2.7104 -2.4571 0.293
H 0.3197 3.2153 -0.9615 0.286
H 2.8848 -0.3262 -2.5621 0.247
H 4.2758 0.6801 -1.9600 0.268
H 3.7488 0.8103 -3.5517 0.319
H -1.5877 -2.7957 2.9936 0.521
H -3.0203 -1.8539 2.8499 0.311
H -2.5880 -3.1366 1.6977 0.365
H -0.1267 0.4463 2.0485 0.296
H -0.4134 -0.3317 3.4331 0.361
H -1.9553 0.3298 2.6270 0.327
H -2.6978 -0.0168 0.6835 0.335
H -1.2308 -0.1628 -0.2650 -0.109
H -2.3250 -1.5454 -0.4334 0.375
H 1.3093 -0.4067 1.0634 0.355
```